[1]
DFT (ωB97M-V/def2-TZVPD) results for 2 unconnected molecules or ions with the total composition C22H41BrF3N3O5.

The HOMO energy is -0.209 hartree. The calculation puts the total energy at -116376.1221 eV. For the lowest unoccupied orbital energy, the calculation gives -2.042 eV. The value obtained for the gap between HOMO and LUMO is 3.639 eV.

Atoms and positions in Å:
C1 -2.04 -2.29 4.12
C2 -2.03 -1.22 2.99
C3 -0.59 -0.75 2.65
C4 -0.04 -1.26 1.30
C5 -0.11 -2.81 1.33
C6 -0.78 -0.67 0.09
N1 -0.77 -1.48 -1.17
O1 -1.38 -2.71 -1.29
C7 -0.20 -1.03 -2.21
C8 -0.13 -1.77 -3.51
O2 0.53 -2.99 -3.37
C9 -0.22 -4.09 -3.89
C10 0.37 0.34 -1.91
C11 0.02 1.44 -2.98
C12 -1.25 1.20 -3.83
N2 -0.92 0.70 -5.19
N3 1.83 0.33 -1.94
C13 2.51 -0.77 -1.24
C14 3.11 -1.82 -2.21
C15 -0.30 0.65 -0.52
C16 0.64 1.42 0.40
O3 1.01 2.68 -0.18
C17 1.73 3.45 0.68
F1 2.77 3.95 0.04
F2 1.01 4.46 1.11
F3 2.16 2.74 1.68
C18 -1.54 1.58 -0.64
C19 -2.32 1.76 0.68
C20 -2.37 3.22 1.20
Br1 -4.19 1.17 0.35
H1 -2.78 -1.99 4.86
H2 -1.08 -2.38 4.62
H3 -2.38 -3.23 3.70
H4 -2.54 -0.36 3.40
H5 -2.53 -1.60 2.10
H6 0.10 -1.13 3.40
H7 -0.51 0.33 2.74
H8 1.02 -1.03 1.31
H9 0.59 -3.27 0.64
H10 -1.14 -3.10 1.13
H11 0.08 -3.13 2.35
H12 -1.83 -0.72 0.37
H13 -2.25 -2.57 -1.72
H14 -1.12 -1.86 -3.96
H15 0.48 -1.13 -4.15
H16 0.21 -4.99 -3.46
H17 -1.26 -4.04 -3.59
H18 -0.14 -4.12 -4.98
H19 0.84 1.40 -3.68
H20 0.05 2.43 -2.54
H21 -2.02 0.58 -3.35
H22 -1.71 2.17 -3.98
H23 -1.51 -0.10 -5.42
H24 -1.20 1.41 -5.86
H25 2.19 1.24 -1.67
H26 3.36 -0.33 -0.73
H27 1.91 -1.24 -0.46
H28 2.98 -1.53 -3.24
H29 2.72 -2.80 -1.98
H30 4.18 -1.88 -2.02
H31 0.18 1.60 1.37
H32 1.52 0.81 0.60
H33 -2.23 1.12 -1.34
H34 -1.31 2.57 -1.01
H35 -1.97 1.13 1.50
H36 -1.88 3.92 0.53
H37 -3.40 3.52 1.32
H38 -1.94 3.24 2.19
C21 3.01 2.64 5.02
C22 2.60 1.69 6.17
O4 2.59 2.18 7.31
O5 2.30 0.52 5.80
H39 3.25 3.64 5.38
H40 3.89 2.24 4.51
H41 2.19 2.71 4.30


[2]
DFT (ωB97M-V/def2-TZVPD) results for a molecular structure, C22H41Cl3HgN3O4Si.

As for the relative energy (zero: lowest compared OMol25 entry of this formula, charge and spin): 0.971 eV. The HOMO energy is -0.135 hartree. The calculation puts the total energy at -85763.6633 eV. The net charge is -1. For the lowest unoccupied orbital energy, the calculation gives 2.400 eV. The value obtained for the gap between HOMO and LUMO is 6.069 eV.

Atoms and positions in Å:
C1 -1.44 -1.98 -2.34
C2 -1.01 -3.01 -1.38
H1 -1.15 -2.23 -3.37
H2 -1.02 -0.98 -2.07
H3 -2.55 -1.87 -2.30
C3 -0.54 -4.22 -1.63
C4 -0.37 -4.82 -3.00
H4 -0.26 -4.90 -0.81
H5 -0.60 -4.12 -3.82
H6 -1.01 -5.72 -3.11
H7 0.67 -5.18 -3.14
Hg1 -0.14 0.26 0.99
Cl1 -2.43 0.23 1.69
Cl2 -0.25 1.40 -1.07
H8 0.68 4.61 4.31
H9 -1.42 5.57 3.10
C5 1.05 4.29 3.32
C6 -0.98 5.21 2.16
N1 -0.11 4.09 2.43
H10 1.61 3.35 3.40
C7 -0.33 2.91 1.88
O1 0.47 2.03 2.19
H11 -1.77 4.87 1.47
H12 -1.20 2.81 1.20
H13 1.67 5.09 2.91
H14 -0.40 6.02 1.69
H15 1.50 -1.64 -2.27
H16 2.43 -3.69 -1.10
C8 2.30 -1.02 -1.83
C9 3.26 -3.04 -0.76
N2 2.80 -1.67 -0.62
H17 1.91 -0.03 -1.57
C10 2.67 -1.12 0.61
O2 2.28 0.00 0.79
H18 3.63 -3.40 0.22
H19 2.99 -1.79 1.45
H20 3.14 -0.95 -2.55
H21 4.08 -3.08 -1.50
O3 0.03 -1.92 0.14
C11 -1.10 -2.54 0.07
C12 0.14 -4.03 1.71
C13 -1.06 -3.63 1.15
H22 1.06 -3.52 1.42
C14 0.14 -5.09 2.63
H23 -2.03 -1.97 0.19
C15 -2.27 -4.23 1.50
H24 1.09 -5.41 3.07
C16 -1.06 -5.71 2.99
C17 -2.27 -5.27 2.42
H25 -3.20 -3.88 1.04
H26 -1.06 -6.53 3.71
H27 -3.21 -5.75 2.70
Si1 -0.39 4.90 -4.67
Cl3 -0.63 3.53 -6.17
C18 1.43 4.94 -4.22
C19 -1.44 4.37 -3.23
C20 -0.95 6.57 -5.33
H28 1.76 3.94 -3.87
H29 1.62 5.67 -3.41
H30 2.05 5.22 -5.10
H31 -0.35 6.87 -6.22
H32 -0.84 7.36 -4.56
H33 -2.01 6.54 -5.64
H34 -1.13 3.37 -2.86
H35 -2.51 4.32 -3.51
H36 -1.35 5.08 -2.38
C21 -0.54 0.43 4.62
C22 0.06 -0.81 4.06
N3 0.42 -1.82 4.85
O4 0.37 -1.10 2.90
H37 -0.64 0.34 5.67
H38 -1.52 0.60 4.16
H39 0.09 1.29 4.38
H40 0.82 -2.63 4.43
H41 0.29 -1.77 5.79


[3]
DFT (ωB97M-V/def2-TZVPD) results for 7 unconnected molecules or ions with the total composition C22H41ClN3O14P2S.

As for the relative energy (zero: lowest compared OMol25 entry of this formula, charge and spin): 0.000 eV. The HOMO energy is -0.222 hartree. The calculation puts the total energy at -98548.7183 eV. The net charge is -1. For the lowest unoccupied orbital energy, the calculation gives 2.176 eV. The value obtained for the gap between HOMO and LUMO is 8.215 eV.

Atoms and positions in Å:
Cl1 12.73 18.17 16.63
O1 12.82 19.27 15.72
O2 13.95 18.18 17.47
O3 11.61 18.28 17.49
O4 12.67 16.94 15.85
C1 17.74 16.31 18.44
C2 18.62 15.06 18.21
C3 18.44 14.22 19.47
S1 16.65 14.17 19.68
O5 16.42 14.08 21.11
O6 16.10 13.21 18.75
C4 16.38 15.86 18.99
H1 17.67 16.79 17.46
H2 18.26 17.03 19.07
H3 19.66 15.27 17.98
H4 18.30 14.52 17.32
H5 18.85 14.82 20.29
H6 18.80 13.20 19.43
H7 16.08 16.48 19.83
H8 15.60 15.83 18.23
C5 10.97 18.69 20.81
O7 9.98 18.13 21.68
P1 9.82 18.70 23.16
O8 11.03 18.62 24.00
O9 9.28 20.22 22.99
C6 8.00 20.46 22.46
O10 8.57 17.90 23.70
C7 8.02 18.13 24.98
H9 10.49 19.01 19.88
H10 11.65 17.88 20.56
H11 11.46 19.59 21.18
H12 7.68 21.49 22.68
H13 7.24 19.87 22.98
H14 7.93 20.36 21.38
H15 7.57 17.22 25.36
H16 7.30 18.95 24.97
H17 8.79 18.43 25.69
C8 12.78 18.16 12.16
O11 13.14 17.26 11.08
P2 12.41 15.86 11.00
O12 12.89 14.98 9.91
O13 12.55 15.20 12.46
C9 13.83 15.10 13.06
O14 10.85 16.24 10.96
C10 9.90 15.45 11.68
H18 13.49 18.01 12.98
H19 11.79 18.00 12.57
H20 12.93 19.15 11.75
H21 14.67 15.47 12.47
H22 13.97 14.07 13.39
H23 13.86 15.61 14.03
H24 9.81 14.45 11.26
H25 8.94 15.94 11.52
H26 10.21 15.38 12.72
N1 15.15 19.78 19.97
C11 16.40 19.36 19.57
C12 17.33 19.96 20.38
C13 16.63 20.85 21.22
C14 15.29 20.73 20.93
H27 14.27 19.57 19.53
H28 16.55 18.70 18.73
H29 18.40 19.80 20.29
H30 17.03 21.52 21.96
H31 14.41 21.19 21.36
N2 15.98 22.43 18.09
C15 16.04 23.75 17.71
C16 15.18 24.04 16.70
C17 14.53 22.77 16.42
C18 15.06 21.85 17.26
H32 16.46 21.98 18.85
H33 16.74 24.42 18.21
H34 15.03 24.91 16.09
H35 13.74 22.65 15.69
H36 14.83 20.80 17.29
N3 15.76 17.33 15.09
C19 16.67 16.29 15.06
C20 17.58 16.57 14.06
C21 17.22 17.83 13.52
C22 16.13 18.28 14.20
H37 14.95 17.35 15.69
H38 16.54 15.48 15.75
H39 18.40 15.98 13.69
H40 17.74 18.30 12.69
H41 15.55 19.17 14.00


[4]
DFT (ωB97M-V/def2-TZVPD) results for 5 unconnected molecules or ions with the total composition C22H41FO10.

As for the relative energy (zero: lowest compared OMol25 entry of this formula, charge and spin): 4.819 eV. The HOMO energy is -0.357 hartree. The calculation puts the total energy at -46667.0838 eV. For the lowest unoccupied orbital energy, the calculation gives 0.358 eV. The value obtained for the gap between HOMO and LUMO is 10.070 eV. As for the structure (SMILES): C[C@@H](F)[C@@H]1COC(=O)C1.CCOC(C)=O.CCOC(C)=O.CCOC(C)=O.CCOC(C)=O.

Atoms and positions in Å:
C1 2.71 1.23 3.47
C2 1.78 2.59 3.62
F1 2.06 3.59 2.54
C3 0.16 2.30 3.63
C4 -0.41 0.82 4.06
O1 -1.87 1.01 3.80
C5 -2.22 2.21 2.99
O2 -3.36 2.91 2.89
C6 -0.73 2.49 2.27
H1 3.09 0.91 4.55
H2 2.17 0.33 2.96
H3 3.69 1.58 2.89
H4 2.12 3.10 4.64
H5 -0.25 3.15 4.34
H6 -0.07 0.05 3.24
H7 -0.10 0.33 5.07
H8 -0.61 3.49 1.65
H9 -0.61 1.50 1.63
C7 -6.32 3.42 -0.32
C8 -5.59 3.29 -1.65
O3 -4.17 3.20 -1.45
C9 -3.50 2.06 -1.17
C10 -4.29 0.84 -0.78
O4 -2.28 2.04 -1.17
H10 -6.16 2.55 0.31
H11 -7.39 3.55 -0.48
H12 -5.94 4.29 0.24
H13 -5.96 2.46 -2.25
H14 -5.77 4.20 -2.24
H15 -4.33 0.79 0.32
H16 -3.77 -0.04 -1.16
H17 -5.29 0.81 -1.19
C11 1.45 -5.11 2.02
C12 2.12 -3.77 1.79
O5 1.48 -2.73 2.56
C13 1.75 -2.45 3.85
C14 2.58 -3.42 4.64
O6 1.28 -1.46 4.39
H18 1.53 -5.42 3.06
H19 1.91 -5.88 1.39
H20 0.39 -5.05 1.78
H21 3.20 -3.79 1.99
H22 2.00 -3.48 0.74
H23 1.92 -4.10 5.19
H24 3.19 -2.86 5.36
H25 3.28 -4.00 4.04
C15 -2.06 4.56 -3.45
C16 -2.25 4.21 -4.91
O7 -3.47 4.78 -5.43
C17 -3.59 6.04 -5.89
C18 -2.49 7.03 -5.62
O8 -4.62 6.40 -6.46
H26 -1.98 5.64 -3.29
H27 -1.16 4.08 -3.05
H28 -2.93 4.23 -2.87
H29 -1.39 4.51 -5.53
H30 -2.34 3.13 -5.01
H31 -2.73 7.60 -4.72
H32 -2.42 7.71 -6.47
H33 -1.51 6.57 -5.52
C19 5.34 -6.05 -3.23
C20 6.04 -5.78 -1.92
O9 5.12 -5.29 -0.93
C21 4.34 -6.07 -0.14
C22 4.21 -7.53 -0.48
O10 3.70 -5.59 0.78
H34 4.57 -6.82 -3.13
H35 6.05 -6.37 -3.99
H36 4.82 -5.15 -3.58
H37 6.59 -6.64 -1.54
H38 6.78 -4.98 -2.06
H39 3.32 -7.68 -1.10
H40 4.11 -8.09 0.45
H41 5.08 -7.94 -1.00


Which formula does entry 4 have? C22H41FO10